{
  "formula": "C5H5FLiO4Tm",
  "method": "the ωB97M-V functional and the def2-TZVPD basis",
  "elements": ["H", "O", "O", "O", "C", "C", "C", "H", "C", "C", "O", "Tm", "Li", "F", "H", "H", "H"],
  "coordinates": [[-2.5729, 2.6897, -0.6185], [-2.3979, 0.8820, 0.4419], [-1.8931, -0.4054, -1.2080], [-1.6460, -1.1729, 0.9005], [-2.2902, 1.6465, -0.7229], [-2.4238, 0.7450, -1.7239], [-2.1217, -0.3775, 0.1297], [-2.4551, 0.8498, -2.8035], [1.3498, 0.0538, -1.3192], [1.8440, 0.6327, -0.0718], [1.4919, 0.1860, 1.0335], [2.3009, 1.0039, 3.3580], [0.3631, -1.5817, 0.8214], [0.9323, -1.2465, -1.0661], [2.1327, 0.0279, -2.0886], [2.5006, 1.5128, -0.1585], [0.3985, 0.7179, -1.6749]],
  "forces_ev_per_a": [[0.46, 0.18, -0.08], [0.00, 3.08, -0.57], [-2.78, -0.38, -2.06], [-1.40, 0.77, -1.10], [-3.55, 0.20, 3.83], [3.34, -2.17, -1.74], [3.77, -1.31, 1.41], [-0.36, -0.07, -0.07], [-1.31, 1.57, -0.91], [1.68, 1.51, -1.79], [-0.73, -1.00, 3.39], [-0.06, -0.12, -0.61], [0.23, -0.18, -0.23], [-0.63, -0.42, 0.18], [-0.43, 0.16, -0.04], [-0.21, -0.22, 0.02], [1.98, -1.59, 0.36]],
  "total_charge": 3,
  "de_lowest_kcal_mol": 11.1,
  "multiplicity": 4,
  "e_lumo_ev": [-12.05, -15.61],
  "e_tot_ev": -45872.979
}